{"formula": "C3H7OS", "method": "wB97M-V/def2-TZVPD", "relative_energy_kcal_mol": 149.4, "homo_lumo_gap_ev": 4.80, "charge": -1, "homo_energy_ev": -3.335, "elements": ["C", "O", "C", "C", "S", "H", "H", "H", "H", "H", "H", "H"], "xyz": [[-0.84, -1.55, -1.03], [0.67, -3.30, 0.28], [0.26, -0.54, 0.29], [-0.68, -0.22, -0.61], [0.15, 2.81, 0.35], [-0.15, -2.06, -1.71], [-1.40, -2.26, -0.41], [0.83, -1.52, 0.23], [0.82, 0.36, 0.60], [-1.08, 0.75, -0.85], [1.20, -3.73, 0.96], [-0.10, 3.93, 1.03]], "nbo_charge": [0.1150, -1.2982, -0.4005, -0.3343, -1.0349, 0.2256, 0.2346, 0.3418, 0.3194, 0.3005, 0.4251, 0.1060]}